A molecular structure, C41H38AsErN4O3PS2 at a distorted geometry. Source: the Open Molecules 2025 dataset; level of theory: ωB97M-V/def2-TZVPD.

* net charge: +1
* orbital gap (alpha / beta): 5.39 / 5.40 eV
* 2S+1: 4
* HOMO (alpha / beta): -9.6208 / -9.6208 eV

```
91
Properties=species:S:1:pos:R:3:mulliken_spin:R:1
Er 0.170 4.204 -1.005 3.0339
C -3.787 5.189 1.247 -0.0003
C -4.703 4.280 0.684 0.0002
C -4.398 3.740 -0.560 -0.0005
C -3.100 3.913 -1.130 0.0035
N -2.181 4.709 -0.470 -0.0009
C -2.560 5.334 0.636 0.0001
C -2.687 3.202 -2.361 -0.0057
C -3.496 2.303 -3.071 -0.0006
C -2.897 1.405 -3.950 0.0000
C -1.553 1.590 -4.298 -0.0007
C -0.848 2.589 -3.642 -0.0006
N -1.358 3.306 -2.619 -0.0030
C 0.530 2.887 -4.027 -0.0010
C 1.089 2.571 -5.274 -0.0001
C 2.455 2.580 -5.428 0.0003
C 3.286 2.859 -4.313 -0.0003
C 2.661 3.114 -3.085 -0.0004
N 1.331 3.325 -3.020 -0.0066
H -3.976 5.800 2.150 0.0000
H -5.646 3.990 1.209 0.0000
H -5.094 3.069 -1.015 0.0000
H -1.766 6.003 0.999 -0.0001
H -4.583 2.316 -2.875 0.0000
H -3.442 0.542 -4.413 0.0000
H -1.077 1.023 -5.049 0.0000
H 0.319 2.206 -5.991 0.0000
H 2.852 2.280 -6.434 0.0000
H 4.360 2.903 -4.390 0.0000
H 3.207 3.221 -2.177 0.0001
C -1.805 -3.375 0.409 0.0000
C -0.986 -3.632 1.673 0.0000
As 0.940 -3.942 1.388 -0.0001
C 0.889 -5.715 2.310 0.0001
C 0.927 -6.861 1.528 -0.0001
C 0.753 -8.098 2.111 0.0001
C 0.543 -8.215 3.476 0.0000
C 0.502 -7.085 4.296 0.0001
C 0.620 -5.831 3.682 -0.0002
C 1.763 -2.953 2.845 0.0000
C 2.896 -3.434 3.487 0.0000
C 3.582 -2.756 4.491 0.0000
C 3.163 -1.443 4.765 0.0000
C 2.166 -0.879 3.989 0.0000
C 1.467 -1.602 3.079 0.0000
P -1.748 -1.879 -0.639 0.0000
C -0.151 -1.932 -1.533 0.0005
C -0.091 -2.666 -2.769 -0.0003
C 1.090 -2.846 -3.436 0.0002
C 2.279 -2.174 -2.997 -0.0001
C 2.192 -1.383 -1.880 0.0001
C 1.008 -1.303 -1.117 -0.0003
C -1.589 -0.520 0.530 0.0010
C -2.242 -0.577 1.775 -0.0003
C -2.177 0.480 2.692 0.0002
C -1.466 1.624 2.436 0.0010
C -0.853 1.727 1.188 -0.0018
C -0.929 0.705 0.275 -0.0003
H -2.849 -3.507 0.628 0.0000
H -1.587 -4.116 -0.348 0.0000
H -1.420 -4.486 2.262 0.0000
H -1.043 -2.738 2.314 0.0000
H 1.042 -6.734 0.457 0.0000
H 0.740 -8.997 1.496 0.0000
H 0.348 -9.211 3.864 0.0000
H 0.300 -7.153 5.354 0.0000
H 0.599 -4.890 4.246 0.0000
H 3.289 -4.382 3.148 0.0000
H 4.432 -3.221 5.001 0.0000
H 3.672 -0.805 5.489 0.0000
H 1.864 0.133 4.159 0.0000
H 0.705 -1.133 2.498 0.0001
H -1.018 -3.177 -3.095 0.0000
H 1.116 -3.436 -4.356 0.0000
H 3.209 -2.204 -3.557 0.0000
H 3.078 -0.811 -1.560 0.0000
H 1.053 -0.623 -0.278 -0.0001
H -2.811 -1.454 2.075 0.0000
H -2.761 0.358 3.618 0.0000
H -1.357 2.413 3.212 0.0000
H -0.409 2.656 0.880 -0.0056
H -0.502 0.819 -0.729 0.0001
N 1.101 6.222 -1.565 -0.0009
H 1.517 6.350 -2.482 0.0004
H 1.879 6.320 -0.911 0.0001
H 0.496 7.086 -1.444 -0.0002
O 1.749 3.169 -0.073 -0.0059
S 1.883 4.112 1.114 0.0021
O 0.598 4.997 0.910 -0.0071
O 1.778 3.339 2.343 -0.0002
S 3.455 5.214 0.947 -0.0001
```

A single C7H8O3 molecule at a distorted geometry. Source: the Open Molecules 2025 dataset; level of theory: ωB97M-V/def2-TZVPD.

* SMILES: C#C[C@H](O)/C=C/CC(=O)O
* orbital gap: 10.40 eV
* HOMO: -9.7583 eV

```
18
Properties=species:S:1:pos:R:3:lowdin_charge:R:1
C -1.831 2.354 2.092 0.1326
C -1.861 1.426 1.317 -0.0671
C -1.935 0.300 0.368 -0.4127
O -2.493 -0.808 1.036 -0.0227
C -0.563 0.037 -0.222 -0.0436
C 0.240 -0.953 0.167 -0.0774
C 1.609 -1.258 -0.369 -0.1107
C 2.371 -0.070 -0.841 -0.4749
O 2.859 0.857 -0.256 0.1282
O 2.472 -0.262 -2.273 0.0176
H -1.861 3.206 2.748 0.0335
H -2.599 0.616 -0.458 0.1485
H -2.580 -1.538 0.413 0.1007
H -0.274 0.730 -1.018 0.1285
H -0.092 -1.622 0.966 0.1183
H 2.212 -1.779 0.385 0.1297
H 1.551 -1.820 -1.423 0.1673
H 2.774 0.585 -2.631 0.1043
```

2 unconnected molecules or ions with the total composition C4H3NO3PS at a distorted geometry. Source: the Open Molecules 2025 dataset; level of theory: ωB97M-V/def2-TZVPD.

* net charge: -1
* orbital gap: 6.68 eV
* HOMO: -3.8302 eV

```
13
Properties=species:S:1:pos:R:3:lowdin_charge:R:1
C -0.319 0.674 -0.259 -0.2001
C 0.853 0.647 0.366 -0.5047
C -0.259 -1.420 0.803 -0.4591
C -1.003 -0.547 0.042 -0.5411
N -3.673 0.744 0.167 -0.4413
O -3.095 -2.313 -0.107 -0.5122
O -4.019 0.170 1.200 -0.1572
O -3.753 1.972 0.040 -0.1571
P -2.451 -1.230 -0.825 0.7732
S 1.223 -0.711 1.309 0.9351
H -0.372 1.399 -1.064 0.1121
H 1.624 1.407 0.223 0.0628
H -0.768 -2.278 1.333 0.0895
```

3 unconnected molecules or ions with the total composition C2H4BNO2 at a distorted geometry. Source: the Open Molecules 2025 dataset; level of theory: ωB97M-V/def2-TZVPD.

* orbital gap: 9.77 eV
* HOMO: -10.7274 eV

```
10
Properties=species:S:1:pos:R:3:lowdin_charge:R:1
B 0.968 -0.680 -0.434 -0.5213
C 4.934 0.656 0.686 -0.2584
C -0.182 1.293 0.024 -0.1122
N 4.988 -0.442 0.470 -0.0898
O 1.938 -1.252 -0.801 0.1558
O -0.038 -0.024 0.002 0.1218
H 0.650 2.068 0.138 0.1361
H -1.001 1.410 0.731 0.1041
H -0.541 1.612 -0.977 0.1082
H 4.089 -1.614 0.000 0.3555
```

Taking the records one at a time from the top gives energy above the lowest of the compared OMol25 structures with the same formula, charge and spin values of 0.000, 3.062, 0.824, 5.443 eV.